1.
Entry from the OMol25 dataset: a gas-phase ion, C3H7IN2PS (charge +1) in a non-equilibrium geometry (ωB97M-V with the def2-TZVPD basis set).

The geometry in XYZ format:
```
15
Properties=species:S:1:pos:R:3:forces:R:3
I 3.644 0.140 -0.281 -1.1883 -0.2815 0.4016
S -1.611 -0.061 1.264 0.2086 -0.5171 -0.3083
P 1.056 -0.842 0.065 -0.8800 1.5481 0.6205
N -1.624 1.929 -0.493 0.0369 1.8482 -0.2302
N 0.356 0.826 -0.272 0.6596 -2.9511 1.3524
C -0.096 -1.008 1.707 0.6768 -0.6850 -2.2451
C -0.886 1.016 0.102 0.2947 -0.5436 0.0962
C 0.541 -1.737 -1.257 0.3164 1.5951 0.9207
H 0.998 1.438 -0.711 0.2552 1.1932 -0.6447
H 0.260 -0.452 2.556 0.8849 -0.4097 0.3191
H -1.085 2.336 -1.315 -1.7176 0.0857 1.5422
H 0.841 -1.184 -2.166 -0.2076 -1.1101 0.1475
H -2.336 2.449 0.095 1.0741 -0.7099 -1.5825
H 0.157 -2.717 -1.136 -0.1174 -0.7748 -0.4358
H -0.214 -2.134 1.841 -0.2964 1.7124 0.0464
```
Forces are in eV/Å.

Computed properties:
Multiplicity: 1
Total charge: +1
LUMO energy (spin up / spin down) in eV: -5.4 / -5.3
Calculated total energy in Ha: -1264.945750
Highest occupied orbital energy (spin up / spin down) in eV: -12.470 / -11.975
Energy above the lowest of the compared OMol25 structures with the same formula, charge and spin in eV: 0.957


2.
Entry from the OMol25 dataset: a molecular structure, C27H52IrOP2 in a non-equilibrium geometry (ωB97M-V with the def2-TZVPD basis set).

The geometry in XYZ format:
```
83
Properties=species:S:1:pos:R:3:forces:R:3
Ir 0.763 0.026 0.434 -2.4845 -1.3407 0.6008
P 0.937 -2.337 0.077 1.6300 -1.6422 -0.2548
P -0.841 0.821 1.986 0.2188 1.3255 1.9001
O 2.158 -0.535 1.732 0.6737 -0.4673 0.5859
C 2.045 -0.602 -2.959 -0.0434 -0.1746 -0.4095
C 0.010 1.050 3.609 0.1116 -0.0578 0.0020
C 2.382 2.638 0.957 0.0336 0.3450 0.2345
C 0.727 1.438 -2.145 0.2797 -0.3334 -0.6792
C 2.722 -0.380 2.991 -0.0630 0.9958 0.6667
C -5.065 0.151 -0.896 -0.4937 0.3416 0.5814
C -2.240 -0.175 2.655 -0.3238 -0.0335 -0.4060
C -4.368 -1.239 -0.825 -0.0865 -0.5000 0.4759
C 2.743 -2.768 0.104 -0.0573 0.0848 0.2472
C 1.657 0.391 -1.954 0.7491 1.2163 0.2626
C -3.892 0.683 -3.468 0.2119 0.3198 -0.7459
C -2.875 -1.293 -1.040 0.3598 0.1889 -1.4585
C 0.775 2.303 -1.047 0.7696 0.2089 0.7403
C -3.239 -0.738 -3.435 0.1421 -0.1676 -0.6366
C -2.352 -1.072 -2.273 -0.5965 -0.3741 1.4465
C 0.109 3.607 -0.919 -0.5722 0.1820 -0.1230
C 0.347 -3.320 1.502 -0.2070 0.0435 0.0218
C 3.850 0.308 -0.545 0.4770 -0.4364 0.3301
C -1.412 2.577 1.945 -0.5133 -0.0471 -0.4936
C 4.224 -0.238 2.895 0.4448 -0.1322 0.3217
C 0.492 -3.449 -1.304 -0.4269 0.0702 -0.1137
C -4.168 1.348 -1.097 0.4112 0.0311 -1.1194
C 2.310 -1.555 3.834 0.0839 -0.1988 0.2950
C -3.604 1.585 -2.303 -0.7049 -0.2325 1.1206
C 2.442 0.696 -0.783 -0.7420 1.0300 -0.2395
C -0.034 1.628 -3.409 -0.5290 -0.0548 -0.0231
C 1.761 1.823 -0.102 0.7502 -0.0122 -2.2571
H 2.878 -3.838 0.287 -0.1630 0.0522 -0.0858
H 1.597 3.036 1.595 0.1291 0.1991 0.2730
H 4.136 -0.536 -1.183 0.0293 0.1512 0.2498
H -0.421 0.657 -3.752 0.0623 0.2730 -0.0825
H -4.587 -1.656 0.172 0.0613 -0.0095 -0.4296
H -1.703 2.879 0.939 -0.0917 -0.0270 0.0826
H 2.733 -1.487 4.832 0.1135 0.0175 0.1537
H -5.853 0.099 -1.674 0.4234 0.2083 0.3688
H -3.184 0.021 2.138 0.1775 -0.0925 -0.1307
H 2.637 -1.399 -2.523 0.0677 -0.1635 -0.0701
H 3.073 2.047 1.553 -0.0316 0.0601 0.0744
H -2.641 -0.828 -4.357 -0.3161 -0.1694 0.2756
H -5.582 0.279 0.072 0.0149 0.0512 -0.5376
H -0.892 2.294 -3.259 0.2227 -0.1260 -0.1054
H -3.496 1.178 -4.372 -0.3791 -0.1329 0.2971
H -2.393 0.049 3.717 0.1610 0.0949 -0.2371
H -2.237 -1.555 -0.191 -0.0649 0.0874 -0.2470
H 1.158 -1.027 -3.421 -0.0078 -0.1827 -0.2661
H 0.843 -3.041 -2.252 -0.0973 -0.0231 0.0621
H 4.661 -1.097 2.380 0.0763 0.0759 -0.0774
H -4.886 -1.882 -1.560 0.3965 0.0542 0.3303
H -4.017 1.985 -0.225 0.1671 0.0355 -0.3333
H -2.941 2.428 -2.507 -0.2541 -0.1055 0.3756
H 0.622 -2.842 2.442 -0.0819 -0.0461 -0.1909
H 0.584 2.052 -4.220 -0.0976 -0.1735 0.3351
H 4.552 1.129 -0.767 -0.3835 -0.1045 0.0067
H 0.888 1.683 3.479 -0.1218 -0.0562 -0.0162
H 0.790 -4.323 1.474 -0.0755 0.1888 -0.0768
H 0.311 0.098 4.036 0.0068 0.0697 -0.0119
H 4.519 0.690 2.402 0.0077 -0.1510 -0.0467
H -1.999 -1.236 2.562 -0.0397 0.0225 -0.0377
H -2.257 2.753 2.621 0.1446 -0.2130 -0.0705
H -0.922 3.512 -1.272 -0.0123 0.3589 0.0618
H -0.643 1.545 4.331 -0.1840 -0.0205 -0.1795
H 2.645 -0.115 -3.734 -0.0305 -0.1747 -0.0975
H 3.219 -2.521 -0.847 -0.1349 -0.0447 0.1063
H 0.612 4.385 -1.509 -0.0842 -0.1433 0.0230
H -4.982 0.548 -3.625 0.5546 0.2463 0.1757
H 1.228 -1.565 3.939 -0.0105 -0.2777 -0.0157
H 2.923 3.478 0.514 0.0499 0.0454 0.0976
H 0.109 3.929 0.117 -0.0882 0.1860 0.0010
H -0.589 -3.585 -1.342 -0.0088 0.0338 -0.1589
H 2.661 -2.476 3.373 -0.0809 -0.1524 0.0325
H 2.348 0.532 3.474 0.1819 -0.1495 -0.0434
H 3.970 0.032 0.511 0.2039 0.0110 -0.5942
H -0.740 -3.421 1.451 0.0212 0.0106 0.0445
H -0.596 3.228 2.275 -0.0347 -0.2360 -0.1027
H 3.232 -2.208 0.903 -0.0685 -0.1703 -0.2928
H -4.072 -1.459 -3.511 0.4880 0.0375 0.0698
H -1.280 -1.181 -2.454 -0.1844 0.1315 0.1758
H 0.963 -4.429 -1.153 -0.0800 0.2640 0.0763
H 4.653 -0.211 3.901 -0.0569 0.0005 -0.0846
```
Forces are in eV/Å.

Computed properties:
Multiplicity: 5
Total charge: +1
LUMO energy (spin up / spin down) in eV: -1.7 / -4.9
Calculated total energy in Ha: -1921.880270
Highest occupied orbital energy (spin up / spin down) in eV: -8.996 / -11.235
Energy above the lowest of the compared OMol25 structures with the same formula, charge and spin in eV: 0.000


3.
Entry from the OMol25 dataset: a single C4H10N2O molecule in a non-equilibrium geometry (ωB97M-V with the def2-TZVPD basis set).

The geometry in XYZ format:
```
17
Properties=species:S:1:pos:R:3:forces:R:3
O -0.076 -1.976 -0.928 0.0786 -0.2763 0.2840
N -0.716 0.051 -1.599 0.0788 -0.6409 0.4968
N 1.097 0.753 0.692 -0.8693 -0.3000 -0.3406
C -0.271 -0.811 -0.637 -0.1067 0.6889 -0.2745
C -0.020 -0.250 0.755 1.1196 0.9204 0.0190
C 0.351 -1.337 1.741 -1.1798 -0.1784 0.6633
C -0.794 1.493 -1.621 0.2525 0.2584 -0.3746
H 0.362 -0.933 2.769 0.2107 0.0288 -0.3952
H -1.793 1.859 -1.837 -0.3480 -0.1543 0.1499
H -0.182 1.824 -2.465 0.1577 0.2944 0.2836
H 1.922 0.297 0.322 0.2002 0.0388 0.2621
H -0.431 1.947 -0.695 0.0299 -0.2784 -0.3041
H -0.727 -0.455 -2.469 -0.1889 0.2479 -0.3417
H 1.237 1.015 1.658 0.5286 0.1294 -0.0538
H -0.864 0.380 1.057 -0.2529 -0.5545 0.0924
H 1.333 -1.744 1.499 -0.2070 -0.1743 -0.0194
H -0.429 -2.114 1.757 0.4959 -0.0501 -0.1469
```
Forces are in eV/Å.

Computed properties:
Multiplicity: 1
Total charge: 0
LUMO energy in eV: 1.0
Calculated total energy in Ha: -343.165990
Highest occupied orbital energy in eV: -9.437
Energy above the lowest of the compared OMol25 structures with the same formula, charge and spin in eV: 0.965


4.
Entry from the OMol25 dataset: 6 unconnected molecules or ions with the total composition C30H64F3NO11S in a non-equilibrium geometry (ωB97M-V with the def2-TZVPD basis set).

The geometry in XYZ format:
```
110
Properties=species:S:1:pos:R:3:forces:R:3
S 3.717 0.209 -0.959 3.4960 -0.5767 -7.3013
F 5.375 2.251 -0.226 -2.4529 -2.6795 1.9096
F 5.586 0.343 0.972 -2.3797 2.0660 -1.0948
F 3.794 1.689 1.408 1.6335 -0.7181 -2.1409
O -1.830 2.957 2.891 -1.4938 0.3351 -4.5094
O 0.263 6.655 1.809 -0.1347 -0.1826 -0.1712
O 1.330 -0.990 -2.953 0.5260 1.9848 3.3941
O -2.050 -0.823 -1.707 0.2112 0.0621 0.5866
O 4.510 -1.049 -1.156 -2.6375 2.1099 2.3911
O -3.379 2.517 1.208 2.5094 0.2042 0.0791
O 8.207 2.465 3.046 0.0431 0.1248 0.3094
O 3.934 1.025 -2.227 -1.3717 -1.1026 4.5410
O -3.680 -3.609 2.070 0.1010 0.3118 0.2408
O -4.901 -3.131 -5.704 0.1735 -0.0866 0.0763
O 0.869 1.237 -2.876 2.0511 -3.8198 4.6235
N 0.688 0.719 1.347 0.4168 2.3216 0.5825
C -1.835 -0.548 2.694 -0.4344 -0.8589 0.5737
C -2.085 -1.419 -3.010 -0.5624 0.0475 -0.4663
C -6.088 -4.715 -7.073 0.0429 -0.3070 0.0621
C -2.169 3.098 1.674 1.8632 -0.4261 3.6448
C -4.936 -3.725 -7.000 -0.6569 0.2714 -0.1320
C -2.223 -0.329 -4.059 0.3430 0.2607 -0.0499
C 1.185 -1.501 2.711 1.4535 0.9636 0.8853
C -0.042 6.802 3.197 0.5417 0.4336 0.1482
C 1.915 0.060 -0.741 -3.7272 0.5662 0.7174
C 0.542 -0.796 1.419 -0.4954 -2.1016 -0.4259
C -0.299 8.268 3.505 -0.2841 0.1166 -0.0216
C 9.208 0.710 1.740 0.1685 -0.2156 0.1345
C -3.088 1.096 0.941 -0.5787 -1.0655 -0.4284
C 4.623 1.193 0.373 2.7463 1.0013 1.5896
C 9.222 2.191 2.082 -0.4852 -0.2198 -0.4732
C 2.724 -1.025 3.000 -1.5719 -0.3352 0.6187
C 1.108 6.255 4.028 0.0055 -0.2766 0.0870
C -4.496 -5.873 2.105 -0.1364 -0.0907 0.2690
C -3.206 0.164 2.242 0.2519 0.6634 1.0234
C -5.075 -2.635 -8.052 0.2588 0.1259 -0.1345
C -2.337 -5.276 0.969 0.2633 0.0215 0.0445
C -3.270 -4.975 2.132 -0.2850 -0.1830 -0.6494
C 1.169 -1.174 -0.052 -1.4103 -1.6079 -0.2176
C 1.702 -2.683 -0.219 -0.2777 -0.6789 -0.4967
C 8.989 3.047 0.846 0.1241 0.2694 -0.0379
C 1.062 1.260 -0.036 0.9427 0.3678 -1.1595
C 1.335 0.095 -2.275 -1.8068 1.3772 -7.0859
C -1.015 -1.264 1.509 -0.0337 0.0207 0.0985
C -1.118 3.900 0.749 -1.0672 0.0456 -0.1480
C -3.238 -2.408 -3.080 0.1759 -0.2678 0.1574
H -5.087 -3.059 -9.060 -0.0261 0.0597 0.0505
H -3.883 0.751 0.194 1.1298 0.7557 0.9431
H 1.063 7.166 1.624 -0.1648 -0.0718 0.0343
H 9.762 2.872 0.093 -0.0835 0.0164 0.0107
H -0.947 6.220 3.394 0.0718 -0.0315 -0.2113
H -1.579 -1.152 0.526 0.9914 -0.0600 1.1090
H 1.289 5.203 3.787 -0.0956 0.0592 0.0560
H 10.181 2.455 2.536 -0.1941 0.0403 0.1534
H -4.195 -1.907 -2.895 0.0159 0.0726 -0.1450
H 3.415 -1.205 2.112 -0.8286 0.2751 1.3045
H 8.013 2.831 0.400 0.0882 -0.1378 0.0000
H 0.896 6.338 5.097 0.0553 -0.0076 -0.0681
H -3.282 -2.892 -4.057 -0.0879 0.0939 0.1340
H -3.515 0.863 3.112 0.4984 -1.0758 -1.4576
H -6.131 -5.200 -8.051 -0.0434 0.0302 0.0665
H -2.838 -5.102 0.011 -0.0643 -0.0879 0.0736
H 2.761 -2.786 -0.615 -1.3125 0.4667 0.5528
H -2.152 -1.387 3.427 0.5408 1.4333 -1.0950
H 7.354 2.235 2.653 0.2012 0.0138 0.0122
H 2.036 6.793 3.812 -0.1053 0.1012 0.0455
H -1.169 0.153 3.325 -1.0691 -0.7857 -1.1230
H 0.581 8.877 3.271 0.0410 -0.1079 0.1000
H -4.215 -6.927 2.168 -0.0514 0.0619 -0.0334
H -2.736 -5.111 3.077 -0.0865 0.2252 -0.0232
H -0.025 3.621 1.000 -1.9888 0.3218 -0.2407
H 2.638 0.077 3.304 0.6113 -1.4269 -0.5622
H -1.465 -4.616 0.994 -0.0305 -0.0921 0.0323
H 0.616 -1.214 3.679 0.6155 -0.3316 -1.7506
H -1.991 -6.313 0.998 -0.0143 0.0710 -0.0460
H -1.120 8.651 2.892 0.0270 -0.0826 0.0909
H 1.411 1.155 1.949 -0.2652 -1.0823 0.1543
H 8.990 4.108 1.108 0.0780 -0.0975 0.0049
H -1.393 0.380 -3.986 0.0630 -0.1818 0.0091
H -5.072 -5.719 1.186 0.1492 -0.0398 -0.0420
H -5.982 -5.485 -6.305 0.0573 0.0426 -0.0992
H 9.365 0.107 2.638 0.0626 0.0879 -0.0620
H -4.065 -0.609 2.181 1.5879 1.1661 -0.3356
H 0.068 1.549 -0.533 1.8461 -1.0577 -0.0049
H 1.655 2.242 0.025 -0.8546 -1.5272 0.2719
H -5.735 -2.661 -5.569 0.1531 -0.0831 -0.0637
H 3.046 -1.589 3.951 -0.1321 0.8706 -1.6658
H 1.021 -3.207 -0.995 1.2008 0.9491 1.2157
H -2.236 -0.751 -5.066 -0.0451 0.0151 0.0812
H -0.984 -2.396 1.734 0.0401 1.8383 -0.4966
H -3.145 0.245 -3.907 -0.1195 -0.1643 -0.0111
H -1.229 5.007 1.049 0.2017 -1.7031 -0.6314
H -5.996 -2.063 -7.902 -0.0423 -0.1457 -0.0140
H 1.130 -2.652 2.681 -0.0317 1.9686 -0.4991
H 1.627 -3.321 0.729 0.1012 1.1701 -1.1297
H -4.246 -1.926 -7.981 -0.0254 -0.1218 -0.0229
H -2.072 1.030 0.397 -1.4235 -0.0676 0.8383
H 8.239 0.414 1.325 0.0713 0.1168 -0.0966
H -4.154 -3.478 1.237 0.1063 -0.0832 0.1255
H 9.988 0.465 1.014 -0.0802 -0.0166 0.0256
H -7.045 -4.214 -6.889 0.0653 0.0725 -0.1200
H -1.139 -1.947 -3.152 0.0363 0.2310 0.2306
H -0.553 8.412 4.558 0.0370 0.0246 -0.0707
H -1.338 3.759 -0.367 0.3709 0.2700 1.6377
H -3.989 -4.253 -7.141 -0.0193 0.1132 0.2145
H -0.146 1.294 1.572 0.0303 -0.9690 0.4214
H -5.163 -5.638 2.939 0.1146 -0.0420 -0.0227
H 0.182 -1.219 -0.664 1.7686 0.4396 0.7638
H -3.131 -3.179 -2.312 0.0667 0.0129 -0.0420
H -2.885 -0.353 -1.574 0.1305 -0.0772 -0.2216
```
Forces are in eV/Å.

Computed properties:
Multiplicity: 1
Total charge: 0
LUMO energy in eV: -0.2
Calculated total energy in Ha: -2761.361397
Highest occupied orbital energy in eV: -7.903
Energy above the lowest of the compared OMol25 structures with the same formula, charge and spin in eV: 5.949


5.
Entry from the OMol25 dataset: a molecular structure, CH2NO3S in a non-equilibrium geometry (ωB97M-V with the def2-TZVPD basis set).

The geometry in XYZ format:
```
8
Properties=species:S:1:pos:R:3:forces:R:3
S -1.531 -0.531 -0.306 -2.5548 1.0041 2.2521
O -0.197 1.955 -0.301 -0.5773 -1.1872 -0.3100
O -1.916 -0.383 1.175 0.8726 0.0268 -2.1817
O -0.929 -1.819 -0.585 1.2092 -0.9524 -0.3958
N 1.655 0.172 -0.147 -3.2625 -0.5076 -4.5731
C -0.139 0.771 -0.349 3.7637 0.6140 0.6099
H 1.583 0.666 0.660 0.3973 0.8327 3.6110
H 1.474 -0.830 -0.145 0.1518 0.1696 0.9875
```
Forces are in eV/Å.

Computed properties:
Multiplicity: 1
Total charge: -1
LUMO energy in eV: 4.0
Calculated total energy in Ha: -717.956201
Highest occupied orbital energy in eV: -3.775
Energy above the lowest of the compared OMol25 structures with the same formula, charge and spin in eV: 2.319


6.
Entry from the OMol25 dataset: a single C5H12O molecule (ωB97M-V with the def2-TZVPD basis set).

The geometry in XYZ format:
```
18
Properties=species:S:1:pos:R:3:forces:R:3
O 1.157 -0.516 0.170 -0.0805 -0.1646 -0.0827
C -0.669 0.629 1.324 0.0177 0.1100 0.0558
C 2.093 0.449 -0.281 0.2804 0.1050 0.0392
C -0.248 -0.225 0.125 -0.3287 0.0926 -0.0523
C -0.564 0.434 -1.208 -0.0729 0.1207 -0.1474
C -1.012 -1.552 0.200 0.0387 -0.0653 0.0123
H -0.302 -0.263 -2.009 -0.1090 0.1199 -0.0210
H 1.711 1.266 -0.904 -0.1026 -0.3364 0.2581
H -2.083 -1.357 0.054 0.2193 -0.0035 0.0212
H -0.093 1.557 1.393 -0.0142 -0.0689 -0.0615
H 2.612 0.916 0.557 -0.0160 -0.0454 0.1802
H -0.689 -2.251 -0.575 0.0557 0.1330 0.0431
H 0.029 1.335 -1.339 -0.2620 0.0988 -0.1102
H -0.533 0.064 2.252 0.0989 0.1052 -0.1403
H -1.609 0.728 -1.299 -0.0552 -0.1749 0.0689
H 2.836 -0.066 -0.891 0.0259 -0.0960 0.0783
H -0.905 -2.041 1.173 0.1525 0.0968 -0.0830
H -1.730 0.895 1.258 0.1520 -0.0268 -0.0588
```
Forces are in eV/Å.

Computed properties:
Multiplicity: 1
Total charge: 0
LUMO energy in eV: 0.9
Calculated total energy in Ha: -272.922559
Highest occupied orbital energy in eV: -9.609
Energy above the lowest of the compared OMol25 structures with the same formula, charge and spin in eV: 0.710